138
Properties=species:S:1:pos:R:3:forces:R:3 method="wB97M-V/def2-TZVPD" smiles="O=C1CCCO1.O=C1CCCO1.O=C1CCCO1.O=C1CCCO1.O=C1CCCO1.C1CCOC1.C1CCOC1.C1CCOC1.C1CCOC1.C1CCOC1.C1CCOC1" homo_energy_ha=-0.352 spin_multiplicity=1 lumo_energy_ev=-0.4 orbital_gap_ev=9.20 relative_energy_kcal_mol=82.5 energy_ev=-79648.0478
O 20.172493 2.143390 -19.981462 -0.88 0.15 -0.53
C 19.551502 2.177497 -21.014368 0.73 0.60 1.03
C 19.710867 1.239955 -22.153489 -0.29 0.00 -1.68
C 19.194841 2.074896 -23.340112 -0.93 1.00 -0.47
C 18.200745 3.084216 -22.662606 0.46 -0.79 0.10
O 18.712084 3.196825 -21.349504 0.36 -0.11 1.41
H 20.762498 0.973088 -22.258158 -0.15 -0.08 0.11
H 19.116323 0.330100 -22.071138 0.03 0.02 0.40
H 19.993682 2.619032 -23.843964 0.08 -0.01 0.14
H 18.632402 1.551810 -24.113522 0.28 -0.37 0.09
H 18.093206 4.113290 -23.005458 0.41 -0.24 -0.57
H 17.193669 2.670904 -22.607153 -0.10 -0.18 -0.03
O 7.844033 -4.174085 -27.948437 0.29 -0.36 -0.09
C 7.543347 -3.022217 -28.067613 0.76 -1.19 0.54
C 6.220122 -2.464171 -28.114302 -2.12 0.42 -0.08
C 6.396634 -0.967490 -28.386380 -0.91 -0.52 -0.15
C 7.863167 -0.733112 -28.127669 0.22 -0.24 0.38
O 8.430003 -2.055563 -28.153864 2.33 1.30 -0.25
H 5.712950 -3.009892 -28.909957 -0.35 0.19 0.08
H 5.699365 -2.681780 -27.181801 -0.01 -0.05 -0.02
H 6.135477 -0.838993 -29.436802 -0.06 0.65 0.17
H 5.766990 -0.403112 -27.698527 -0.05 0.28 -0.49
H 8.377828 -0.077725 -28.830301 -0.04 -0.35 -0.24
H 8.047260 -0.305203 -27.142217 -0.03 -0.12 0.16
O 8.396476 -7.530708 -20.224633 0.45 1.01 -1.07
C 9.160124 -7.045816 -21.037084 -0.10 -2.42 2.11
C 10.666606 -7.080839 -20.932874 0.43 0.64 -0.18
C 11.029976 -5.970849 -21.919927 1.35 -0.27 0.46
C 9.925792 -6.056580 -22.937926 0.16 0.92 0.18
O 8.810692 -6.601411 -22.226117 -0.94 0.68 -1.14
H 11.026085 -6.951208 -19.912052 -0.15 0.08 -0.14
H 11.014798 -8.051489 -21.285998 -0.15 -0.14 -0.02
H 11.091276 -5.025123 -21.381459 -0.40 0.16 -0.16
H 11.991654 -6.071457 -22.423073 0.11 -0.23 0.17
H 9.696483 -5.042498 -23.265285 -0.44 -0.23 -0.31
H 10.209145 -6.669537 -23.793551 -0.34 -0.19 0.09
O 12.472926 -3.570911 -36.146242 -0.92 0.54 1.70
C 11.990758 -3.231781 -35.080367 0.48 0.08 -1.25
C 11.387067 -1.904710 -34.672026 -0.38 0.45 0.42
C 11.414702 -1.955413 -33.137017 1.31 0.51 0.72
C 11.526826 -3.444609 -32.800318 -1.39 0.63 -0.58
O 11.932881 -4.036925 -34.016686 1.08 -1.70 -0.16
H 11.947693 -1.085981 -35.123102 -0.07 -0.04 0.14
H 10.352126 -1.827146 -35.005146 0.03 -0.19 -0.35
H 12.330875 -1.492319 -32.770591 0.25 0.15 -0.22
H 10.659439 -1.441517 -32.542394 -0.46 -0.15 -0.56
H 12.211028 -3.680212 -31.985177 0.02 -0.06 -0.24
H 10.529314 -3.837671 -32.603889 0.07 -0.22 0.40
O 12.956170 -10.432185 -29.014435 0.58 1.77 0.00
C 13.481157 -9.338082 -29.007197 0.06 -1.21 -0.45
C 12.916928 -7.956053 -28.773467 0.23 0.57 0.71
C 14.161058 -7.222782 -28.277913 -0.16 -0.03 0.79
C 15.303319 -7.864620 -29.005083 -0.12 0.15 -1.12
O 14.819897 -9.193061 -29.253694 0.31 -0.88 0.59
H 12.541864 -7.499687 -29.689523 -0.27 -0.30 -0.03
H 12.185748 -7.965572 -27.965145 -0.36 -0.10 -0.50
H 14.151320 -6.134154 -28.223887 -0.11 -0.10 -0.35
H 14.314029 -7.591540 -27.263652 -0.14 0.32 0.39
H 15.552145 -7.499478 -30.001508 -0.10 0.55 0.06
H 16.201843 -7.796106 -28.391844 0.08 -0.73 -0.11
C 21.015110 -3.593118 -25.415734 1.28 0.82 1.02
C 20.199581 -4.542246 -24.572469 -0.72 -0.12 0.20
C 19.293915 -5.135840 -25.614896 0.86 -0.96 -0.60
O 19.928071 -4.922468 -26.890270 -0.13 -0.20 -0.38
C 21.250571 -4.375923 -26.682628 -1.57 0.04 0.43
H 21.963065 -3.349707 -24.935902 0.03 0.24 0.08
H 20.468700 -2.666431 -25.591185 0.01 -0.01 -0.21
H 19.484107 -4.166683 -23.840922 0.73 0.64 0.43
H 20.781648 -5.339158 -24.109618 0.27 0.24 0.03
H 18.304893 -4.680375 -25.564972 -0.06 -0.20 -0.48
H 19.302256 -6.203788 -25.396933 -0.84 -0.22 -0.40
H 21.517659 -3.769661 -27.548204 -0.01 -0.15 0.04
H 21.977010 -5.169145 -26.506036 0.14 -0.13 -0.17
C 13.159982 0.850412 -26.197315 0.37 1.16 0.31
C 12.861872 -0.317973 -25.316592 -0.89 -0.34 0.87
C 13.916771 -1.289852 -25.660222 0.39 -0.57 -0.39
O 14.193766 -1.074252 -27.018817 0.93 0.22 -1.49
C 13.717004 0.208789 -27.464934 -1.31 -0.47 0.56
H 13.920500 1.464850 -25.715458 0.13 0.18 -0.09
H 12.275863 1.474739 -26.326390 0.11 0.05 -0.31
H 11.885711 -0.715616 -25.594257 -0.13 -0.13 0.27
H 12.942320 -0.175941 -24.238886 -0.56 0.54 0.00
H 13.566305 -2.314561 -25.536754 0.27 -0.13 0.04
H 14.815198 -1.117698 -25.067526 0.21 -0.12 0.16
H 12.894874 0.005020 -28.150989 -0.11 0.00 -0.23
H 14.412999 0.847228 -28.009075 0.57 -0.41 0.29
C 10.197177 6.082468 -19.302703 -0.53 0.70 -0.09
C 10.339403 4.792741 -20.030163 -1.47 -2.05 0.65
C 11.590468 4.897157 -20.787035 0.56 1.68 -0.42
O 12.456499 5.668986 -19.927548 0.24 -0.25 0.80
C 11.644065 6.470993 -19.039908 -0.85 0.16 -0.81
H 9.632490 6.061867 -18.370605 -0.13 -0.29 -0.13
H 9.730575 6.830590 -19.943548 -0.11 0.02 -0.07
H 9.506652 4.491654 -20.665753 -0.18 0.25 -0.03
H 10.446109 3.985841 -19.305156 0.02 -0.17 0.18
H 11.409495 5.538081 -21.649912 0.05 -0.15 -0.54
H 11.995294 3.944920 -21.129751 0.44 0.15 0.39
H 11.656394 7.522307 -19.327476 0.97 0.12 0.26
H 11.803982 6.342434 -17.969406 0.98 -0.18 -0.21
C 17.249546 -1.077223 -32.862052 -0.37 -0.10 0.09
C 17.219570 -2.553239 -32.352239 -0.01 1.02 -0.10
C 18.559472 -2.637500 -31.621842 -0.59 0.84 0.51
O 19.451174 -1.800856 -32.339965 0.69 -0.20 -0.94
C 18.738293 -0.724551 -32.939863 -0.44 0.00 -0.35
H 16.763427 -0.341678 -32.221139 -0.18 -0.39 0.44
H 16.715494 -0.989573 -33.808209 0.28 -0.05 -0.17
H 17.141455 -3.210521 -33.218252 0.22 -0.16 0.13
H 16.352072 -2.716411 -31.712773 0.13 -0.16 0.09
H 18.956368 -3.632404 -31.420015 0.23 0.07 -0.58
H 18.477415 -2.147137 -30.651832 -0.45 -0.20 0.47
H 19.015139 -0.540932 -33.978007 0.47 -0.60 -0.11
H 18.957609 0.229983 -32.461464 0.03 -0.06 0.53
C 6.117483 4.630054 -24.615906 -0.31 -0.59 -0.41
C 5.459446 5.992681 -24.722346 -0.24 -0.11 -0.20
C 6.676024 6.935642 -24.803755 -0.40 -0.06 0.95
O 7.829989 6.140504 -25.056503 -0.28 -1.08 -0.97
C 7.382130 4.791320 -25.406143 1.05 0.61 0.87
H 5.541163 3.810854 -25.045861 -0.31 0.02 0.21
H 6.330619 4.408309 -23.570201 0.14 -0.10 -0.04
H 4.801771 6.139308 -23.865576 0.15 0.40 0.01
H 4.825975 6.065924 -25.606347 0.11 -0.02 -0.14
H 6.834213 7.377934 -23.820169 0.04 0.31 -0.02
H 6.537588 7.737788 -25.528679 0.16 -0.10 -0.19
H 8.146227 4.081454 -25.089352 0.22 0.19 0.17
H 7.281998 4.615927 -26.477258 -0.34 0.51 -0.24
C 14.868976 6.565641 -28.566687 0.03 -0.81 -0.26
C 16.010470 7.231993 -29.297614 1.56 0.63 0.93
C 16.790055 7.793965 -28.074976 -0.60 -0.10 -0.68
O 15.782339 8.153816 -27.108342 0.55 -0.25 -0.20
C 14.524030 7.575792 -27.478644 0.25 0.12 -0.90
H 15.190545 5.674136 -28.028246 0.47 -0.20 -0.22
H 14.141926 6.197068 -29.290312 -0.66 0.46 0.39
H 15.740851 8.052721 -29.962306 -0.49 -0.06 0.06
H 16.685632 6.586342 -29.859222 -0.26 -0.27 -0.04
H 17.425248 8.650396 -28.301141 -0.22 0.17 0.07
H 17.446190 6.996682 -27.725805 -0.03 -0.07 0.51
H 13.916281 8.357177 -27.934913 -0.40 0.15 0.45
H 14.082168 7.115604 -26.594851 -0.20 0.23 -0.11